No. 1
ORCA calculation (ωB97M-V/def2-TZVPD) on C17H34AsClHfO5SSi3 as an isolated structure in a non-equilibrium geometry.

Computed properties:
- Total charge: +2
- Largest force on an atom: 0.0543 hartree/bohr
- HOMO: -14.5 eV
- Energy above the lowest of the compared OMol25 structures with the same formula, charge and spin: 0.523 eV

Cartesian coordinates (Å):
Hf -14.042 7.184 -3.262
Cl -21.025 9.729 -2.419
C -19.388 9.232 -2.589
C -18.437 10.297 -2.417
C -17.115 10.096 -2.570
C -16.630 8.812 -2.936
O -15.347 8.690 -3.189
C -17.513 7.706 -3.027
C -17.029 6.394 -3.117
O -15.780 6.114 -3.244
C -18.902 7.959 -2.831
H -18.868 11.285 -2.244
H -16.360 10.916 -2.524
H -17.776 5.573 -2.937
H -19.615 7.163 -2.922
C -14.745 7.907 -8.940
Si -15.246 7.811 -7.127
C -15.986 9.430 -6.519
C -16.335 6.300 -6.725
As -13.158 7.554 -5.806
Si -11.780 5.701 -6.631
C -10.329 5.616 -5.420
C -11.323 6.355 -8.382
C -12.921 4.294 -6.437
Si -12.103 9.827 -5.699
C -12.614 11.093 -4.360
C -10.298 9.537 -5.483
C -12.232 10.432 -7.501
H -15.720 8.047 -9.413
H -14.355 6.916 -9.287
H -14.058 8.753 -9.113
H -17.034 9.446 -7.020
H -15.342 10.226 -6.858
H -16.192 9.466 -5.475
H -16.197 5.554 -7.483
H -17.414 6.490 -6.821
H -16.144 5.958 -5.653
H -9.681 6.467 -5.416
H -9.541 4.840 -5.828
H -10.688 5.376 -4.413
H -11.360 7.387 -8.660
H -11.946 5.837 -9.084
H -10.314 5.968 -8.544
H -12.985 4.063 -5.359
H -12.457 3.446 -7.071
H -13.752 4.502 -7.128
H -13.711 11.122 -4.216
H -12.244 12.106 -4.592
H -12.312 10.846 -3.349
H -10.059 8.788 -4.744
H -9.744 10.523 -5.419
H -9.827 9.048 -6.345
H -13.200 10.774 -7.932
H -11.812 9.691 -8.254
H -11.610 11.347 -7.579
C -12.630 5.337 0.078
S -12.248 6.198 -1.448
O -12.952 7.556 -1.515
O -10.873 6.410 -1.640
O -12.917 5.422 -2.611
H -12.385 5.943 0.921
H -12.006 4.416 0.087
H -13.713 5.172 0.119

Atomic partial charges in e from the Löwdin method, atoms 1 to 6: 1.54 0.76 -0.63 -0.04 0.02 -0.29


No. 2
ORCA calculation (ωB97M-V/def2-TZVPD) on C15H41N11O24 as an isolated structure in a non-equilibrium geometry.

Computed properties:
- Total charge: 0
- Largest force on an atom: 0.2405 hartree/bohr
- HOMO: -9.5 eV
- Energy above the lowest of the compared OMol25 structures with the same formula, charge and spin: 26.850 eV

Cartesian coordinates (Å):
C -13.231 -1.817 -18.172
N -12.824 -3.103 -18.646
O -13.738 -3.869 -18.831
O -11.584 -3.332 -18.705
H -14.124 -1.406 -18.643
H -12.441 -1.081 -18.026
H -13.546 -2.025 -17.149
C -13.199 1.113 -15.750
N -13.349 1.103 -17.259
O -13.266 0.015 -17.816
O -13.470 2.187 -17.814
H -12.245 0.600 -15.630
H -13.951 0.446 -15.328
H -13.043 2.137 -15.409
C -9.092 1.945 -18.912
N -10.052 3.040 -18.811
O -10.372 3.600 -19.907
O -10.427 3.381 -17.712
H -8.462 1.950 -19.801
H -9.698 1.039 -18.945
H -8.510 1.853 -17.995
C -12.678 1.410 -20.133
N -11.486 0.670 -20.598
O -11.016 -0.145 -19.779
O -11.052 1.026 -21.709
H -12.208 2.042 -19.379
H -13.385 0.696 -19.710
H -13.064 1.934 -21.008
C -10.054 -1.123 -13.108
N -10.536 -0.181 -14.153
O -11.730 0.161 -14.116
O -9.718 0.273 -14.934
H -9.294 -0.594 -12.534
H -9.570 -1.949 -13.630
H -10.872 -1.401 -12.443
C -7.225 0.227 -16.008
N -7.589 -0.724 -17.113
O -6.997 -0.586 -18.201
O -8.271 -1.706 -16.899
H -7.356 -0.243 -15.033
H -8.031 0.960 -15.997
H -6.196 0.576 -16.088
C -9.613 -1.964 -19.638
N -10.068 -2.237 -21.086
O -10.437 -1.280 -21.720
O -9.946 -3.358 -21.557
H -10.164 -2.517 -18.877
H -9.551 -0.879 -19.547
H -8.602 -2.366 -19.697
C -8.578 -4.146 -15.242
N -8.986 -5.435 -15.676
O -9.748 -5.575 -16.625
O -8.678 -6.429 -14.968
H -7.495 -4.060 -15.333
H -9.006 -4.111 -14.241
H -9.023 -3.494 -15.993
C -11.978 -5.296 -15.516
N -11.689 -6.012 -14.266
O -11.302 -7.183 -14.388
O -11.702 -5.418 -13.187
H -11.119 -4.678 -15.778
H -12.858 -4.689 -15.306
H -12.126 -6.010 -16.327
C -16.761 -1.913 -14.756
N -15.254 -1.924 -14.438
O -14.616 -0.931 -14.896
O -14.698 -2.866 -13.835
H -16.814 -2.198 -15.806
H -17.020 -0.861 -14.637
H -17.218 -2.636 -14.080
C -13.190 -3.617 -12.628
N -13.488 -2.202 -12.203
O -12.702 -1.328 -12.512
O -14.484 -1.970 -11.539
H -12.247 -3.508 -13.164
H -13.865 -3.818 -13.460
H -13.184 -4.283 -11.766
O -10.486 -3.056 -14.718
C -11.386 -2.547 -15.358
O -11.339 -1.559 -16.299
C -10.090 -1.250 -16.921
C -10.174 -0.027 -17.776
C -12.900 -2.817 -14.967
H -9.836 -2.140 -17.496
H -9.416 -1.020 -16.096
H -11.105 -0.114 -18.337
H -9.424 0.016 -18.566
H -10.325 0.957 -17.331
H -13.170 -2.718 -13.916
H -13.313 -3.770 -15.298
H -13.525 -2.111 -15.515

Atomic partial charges in e from the Löwdin method, atoms 1 to 6: -0.06 -0.34 0.10 0.03 0.15 0.05


No. 3
ORCA calculation (ωB97M-V/def2-TZVPD) on C21H21N6O3Pt as an isolated structure in a non-equilibrium geometry.

Computed properties:
- Total charge: +1
- Largest force on an atom: 0.0274 hartree/bohr
- HOMO: -11.3 eV

Cartesian coordinates (Å):
Pt 0.004 0.417 -0.227
O 2.682 0.335 -1.351
C 3.426 -0.132 -0.266
C 2.780 0.071 1.100
C 3.562 -0.150 2.228
C 3.032 0.017 3.490
C 1.704 0.400 3.611
C 0.968 0.577 2.464
N 1.491 0.419 1.227
H 2.143 -0.402 -1.705
H 4.384 0.396 -0.260
H 3.657 -1.198 -0.354
H 4.594 -0.448 2.096
H 3.641 -0.152 4.368
H 1.238 0.539 4.575
H -0.085 0.818 2.501
N -2.342 2.348 -0.845
C -2.423 1.208 -1.632
C -3.582 0.991 -2.380
C -3.641 -0.093 -3.223
C -2.537 -0.934 -3.337
C -1.443 -0.683 -2.548
N -1.403 0.350 -1.680
C -1.209 3.071 -0.501
C -1.317 4.450 -0.309
C -0.181 5.180 -0.055
C 1.055 4.537 -0.014
C 1.084 3.175 -0.172
N -0.036 2.448 -0.371
H -3.182 2.904 -0.861
H -4.408 1.684 -2.299
H -4.532 -0.271 -3.810
H -2.528 -1.772 -4.017
H -0.556 -1.299 -2.579
H -2.284 4.930 -0.388
H -0.249 6.250 0.087
H 1.973 5.083 0.144
H 1.997 2.600 -0.150
C -1.892 -4.081 1.884
N -0.932 -3.524 0.938
C -0.125 -4.320 0.179
C 0.754 -3.816 -0.700
C 0.855 -2.380 -0.847
O 1.647 -1.844 -1.633
N 0.002 -1.617 -0.086
C -0.899 -2.142 0.811
O -1.649 -1.446 1.481
H -1.736 -5.155 1.944
H -2.911 -3.874 1.562
H -1.747 -3.634 2.865
H -0.239 -5.384 0.338
H 1.395 -4.444 -1.297

Atomic partial charges in e from the Löwdin method, atoms 1 to 6: 1.21 -0.11 -0.21 -0.21 0.00 -0.03


| no. | E_tot (a.u.) | molar mass (g mol⁻¹) | Kohn-Sham gap (eV) |
| --- | --- | --- | --- |
| 1 | -5054.68140 | 723.64 | 6.95 |
| 2 | -3002.20324 | 759.55 | 7.24 |
| 3 | -1486.33887 | 600.52 | 8.61 |